Record 1
{"formula": "C2H5FIP", "method": "ωB97M-V with the def2-TZVPD basis set", "symbols": ["C", "C", "F", "P", "I", "H", "H", "H", "H", "H"], "coordinates": [[-1.741, 0.540, 0.264], [-0.548, 1.173, 0.312], [4.169, 2.304, -0.937], [3.067, 1.052, -0.925], [3.996, -0.819, 0.339], [-2.008, -0.232, 0.915], [-2.529, 0.685, -0.541], [2.340, 1.747, 0.376], [0.061, 1.200, 1.223], [-0.176, 1.955, -0.309]], "forces_ev_per_angstrom": [[0.598, 1.476, -2.390], [-1.312, 0.005, 1.454], [-0.622, -1.567, -0.057], [-0.523, 2.707, 2.307], [0.134, 0.320, -0.056], [-0.206, -0.784, 1.378], [1.441, -0.007, 0.778], [1.045, -1.454, -2.196], [-0.116, -1.005, -0.172], [-0.440, 0.308, -1.046]], "smiles": "C=C.FPI", "charge": 0, "lumo_energy_ev": -0.2, "multiplicity": 1, "mol_weight_g_mol": 205.94, "homo_ev": -9.591}

---

Record 2
{"formula": "C2H5FN2", "method": "ωB97M-V with the def2-TZVPD basis set", "symbols": ["C", "C", "H", "H", "H", "H", "H", "N", "N", "F"], "coordinates": [[0.847, -0.042, -0.432], [0.150, -1.051, 0.314], [-1.190, 2.216, -0.153], [-1.125, 0.557, 0.082], [1.834, -0.193, -0.825], [0.690, -2.051, 0.302], [0.081, -0.859, 1.337], [-0.668, 1.412, 0.179], [0.492, 1.190, -0.582], [-1.110, -1.179, -0.222]], "forces_ev_per_angstrom": [[2.259, 2.651, -1.329], [1.255, -2.919, -0.382], [0.161, -0.273, -0.071], [-2.276, -0.581, 0.350], [0.253, -0.688, -0.372], [-0.731, 1.030, -0.526], [-0.463, 0.847, 1.825], [1.200, 1.524, -0.743], [-0.560, -0.753, 1.386], [-1.099, -0.838, -0.138]], "smiles": "N/N=C\\CF", "charge": 0, "lumo_energy_ev": 1.0, "multiplicity": 1, "mol_weight_g_mol": 76.07, "homo_ev": -9.336}

---

Record 3
{"formula": "C2H5FN2S", "method": "ωB97M-V with the def2-TZVPD basis set", "symbols": ["C", "C", "H", "H", "H", "H", "H", "N", "N", "F", "S"], "coordinates": [[0.324, 0.579, -0.084], [0.735, -0.863, -0.058], [-2.506, -0.769, 0.961], [-1.318, 1.673, 0.154], [2.086, 1.221, -0.492], [0.364, -1.334, 0.862], [0.327, -1.392, -0.916], [-1.035, 0.746, 0.206], [1.145, 1.554, -0.244], [2.119, -1.021, -0.095], [-2.239, -0.394, -0.292]], "forces_ev_per_angstrom": [[1.220, 0.438, -0.005], [0.285, -0.716, -0.006], [-0.292, -0.313, 0.055], [-0.629, 1.951, -0.148], [-0.509, -0.054, 0.503], [0.091, 0.072, -0.209], [-0.032, -0.124, -0.018], [0.751, -1.552, -0.366], [-1.219, -0.714, -0.232], [-0.401, 0.343, -0.009], [0.735, 0.668, 0.435]], "smiles": "[H]/N=C(\\CF)NS", "charge": 0, "lumo_energy_ev": 0.6, "multiplicity": 1, "mol_weight_g_mol": 108.14, "homo_ev": -9.689}

---

Calculated energy above the lowest of the compared OMol25 structures with the same formula, charge and spin, 158.35, 161.00, 0.00 kJ/mol (same order as the records).